{
  "formula": "C39H35F12KN8O2S",
  "method": "the ωB97M-V functional and the def2-TZVPD basis",
  "mol_weight_g_mol": 946.9,
  "charge": -2,
  "homo_ev": -0.40,
  "gap_ev": 3.907,
  "symbols": ["K", "C", "C", "C", "C", "C", "N", "C", "C", "C", "C", "C", "C", "C", "C", "O", "C", "F", "F", "F", "C", "F", "F", "F", "C", "C", "C", "O", "C", "F", "F", "F", "C", "F", "F", "F", "H", "H", "H", "H", "H", "H", "H", "H", "H", "H", "H", "H", "C", "C", "N", "N", "C", "N", "S", "C", "C", "C", "C", "C", "N", "H", "H", "H", "H", "H", "H", "H", "H", "H", "H", "C", "C", "C", "C", "C", "N", "H", "H", "H", "H", "H", "H", "H", "H", "H", "N", "C", "C", "C", "C", "C", "N", "C", "H", "H", "H", "H"],
  "coordinates": [[0.63, -0.43, -0.14], [7.62, 0.47, -1.21], [6.20, 0.05, -1.47], [5.88, -1.24, -1.86], [4.57, -1.62, -2.06], [3.46, -0.75, -1.86], [2.21, -1.24, -1.88], [1.77, -2.18, -2.73], [2.16, -2.13, -4.10], [1.61, -2.94, -5.08], [0.65, -3.89, -4.76], [0.03, -4.77, -5.80], [0.30, -4.00, -3.42], [0.81, -3.20, -2.39], [0.45, -3.61, -0.90], [0.84, -2.79, 0.07], [1.11, -5.01, -0.68], [1.13, -5.39, 0.62], [2.40, -5.02, -1.08], [0.50, -6.04, -1.33], [-1.11, -3.78, -0.72], [-1.82, -4.45, -1.67], [-1.68, -2.57, -0.62], [-1.40, -4.44, 0.43], [3.80, 0.61, -1.53], [5.14, 0.94, -1.34], [2.73, 1.75, -1.55], [1.50, 1.40, -1.20], [2.78, 2.32, -3.01], [4.01, 2.70, -3.45], [2.33, 1.41, -3.90], [1.99, 3.42, -3.16], [3.14, 2.95, -0.61], [2.11, 3.79, -0.42], [4.17, 3.75, -1.03], [3.49, 2.50, 0.62], [8.32, -0.30, -1.55], [7.83, 0.65, -0.15], [7.88, 1.39, -1.75], [6.67, -1.98, -2.00], [4.35, -2.65, -2.32], [2.89, -1.38, -4.38], [1.93, -2.82, -6.11], [0.57, -4.69, -6.75], [-1.02, -4.53, -6.02], [0.05, -5.83, -5.52], [-0.39, -4.78, -3.16], [5.39, 1.96, -1.10], [-4.30, 2.69, -1.10], [-3.22, 1.72, -0.70], [-3.17, 1.12, 0.42], [-4.24, 1.42, 1.25], [-4.23, 1.03, 2.56], [-5.46, 1.24, 3.16], [-2.96, 0.36, 3.34], [-2.19, 1.39, -1.74], [-1.62, 2.44, -2.46], [-0.76, 2.14, -3.50], [-0.52, 0.81, -3.78], [-1.08, -0.16, -2.98], [-1.91, 0.11, -1.96], [-4.50, 3.42, -0.31], [-5.23, 2.16, -1.33], [-4.02, 3.22, -2.01], [-5.11, 1.68, 0.82], [-6.06, 1.96, 2.80], [-5.40, 1.20, 4.17], [-1.83, 3.47, -2.20], [-0.27, 2.92, -4.05], [0.16, 0.51, -4.57], [-0.83, -1.21, -3.13], [-0.58, -2.55, 5.43], [0.21, -2.90, 4.16], [-0.46, -4.05, 3.40], [1.65, -3.27, 4.51], [0.24, -1.72, 3.28], [0.27, -0.80, 2.60], [-0.59, -3.42, 6.08], [-1.61, -2.27, 5.19], [-0.12, -1.71, 5.96], [-0.41, -4.95, 4.02], [0.03, -4.21, 2.45], [-1.51, -3.82, 3.20], [1.63, -4.15, 5.16], [2.15, -2.46, 5.04], [2.22, -3.51, 3.61], [-1.18, 7.10, 1.02], [-0.72, 6.07, 1.28], [-0.14, 4.79, 1.62], [0.95, 4.71, 2.48], [1.43, 3.45, 2.78], [0.80, 2.34, 2.21], [-0.23, 2.42, 1.38], [-0.68, 3.63, 1.09], [1.40, 5.60, 2.89], [2.29, 3.31, 3.42], [1.15, 1.34, 2.43], [-1.52, 3.69, 0.40]]
}